(1)
{"formula": "C12H36F8K3N4O32P4S8", "method": "ωB97M-V/def2-TZVPD", "elements": ["K", "K", "K", "N", "S", "O", "O", "F", "S", "O", "O", "F", "N", "S", "O", "O", "F", "S", "O", "O", "F", "N", "S", "O", "O", "F", "S", "O", "O", "F", "N", "S", "O", "O", "F", "S", "O", "O", "F", "C", "O", "P", "O", "O", "C", "O", "C", "H", "H", "H", "H", "H", "H", "H", "H", "H", "C", "O", "P", "O", "O", "C", "O", "C", "H", "H", "H", "H", "H", "H", "H", "H", "H", "C", "O", "P", "O", "O", "C", "O", "C", "H", "H", "H", "H", "H", "H", "H", "H", "H", "C", "O", "P", "O", "O", "C", "O", "C", "H", "H", "H", "H", "H", "H", "H", "H", "H"], "coordinates": [[-0.48861, 0.00386, 1.58024], [0.02139, -3.14521, 3.53840], [-4.05843, 2.05741, 2.28546], [1.14885, -0.37167, 3.68343], [2.78212, 0.07972, 3.48122], [3.69902, -0.50882, 4.44588], [3.03160, 1.40172, 3.06393], [3.02427, -0.83692, 2.17698], [1.06749, 0.06122, 5.12222], [1.39839, 1.43646, 5.42430], [1.20558, -0.94185, 6.15815], [-0.50672, 0.25466, 5.01859], [-4.25840, -0.46434, 2.95773], [-3.94951, -1.72408, 1.83053], [-4.85973, -2.86259, 1.70411], [-2.57751, -1.91930, 1.54531], [-4.28939, -0.87864, 0.51108], [-3.97509, -1.38348, 4.13527], [-2.62371, -1.81439, 4.40502], [-5.04136, -2.22805, 4.65401], [-4.11225, -0.19884, 5.27973], [1.39058, -3.83709, 1.17489], [0.53271, -3.43701, -0.23322], [0.94211, -3.96499, -1.50671], [-0.19284, -2.17184, -0.31327], [-0.85389, -4.31851, 0.00021], [2.68426, -3.60105, 0.49980], [3.01959, -2.32902, -0.16443], [3.25211, -4.80943, -0.06270], [3.66011, -3.62376, 1.83533], [-1.89938, 2.01473, 0.37127], [-2.11849, 1.92066, -1.09112], [-1.02418, 1.57727, -2.01652], [-3.27513, 2.65528, -1.63932], [-2.76036, 0.38405, -0.98383], [-0.90520, 3.44332, 0.28533], [-1.17323, 4.64935, -0.45766], [0.51852, 3.10686, 0.40299], [-1.18802, 3.98103, 1.76130], [-3.87120, 3.61914, 7.39669], [-3.99316, 4.80682, 6.65970], [-3.59670, 4.97298, 5.12789], [-4.31420, 4.19162, 4.06575], [-3.59787, 6.58570, 4.88890], [-2.71664, 7.41995, 5.59154], [-2.06482, 4.57597, 5.16853], [-1.54159, 3.24254, 4.95645], [-4.72276, 2.94004, 7.35468], [-3.42413, 3.83695, 8.36663], [-3.18087, 2.86284, 7.02311], [-3.25836, 8.33433, 5.34957], [-1.65651, 7.44873, 5.33975], [-2.83607, 7.23956, 6.65985], [-0.59283, 3.23221, 4.41994], [-2.24009, 2.65396, 4.36165], [-1.29648, 2.79998, 5.92193], [2.17570, -1.05361, -3.40553], [1.83361, -0.01166, -4.30382], [1.07162, -0.32946, -5.73869], [0.81609, 0.86872, -6.58877], [1.92998, -1.48035, -6.41074], [1.79132, -1.79898, -7.81524], [-0.23682, -1.14456, -5.26038], [-1.52688, -0.60532, -5.42906], [2.08177, -2.05881, -3.81645], [1.73923, -0.76761, -2.44856], [3.25463, -1.07532, -3.25213], [1.11980, -2.61815, -8.07238], [2.77275, -2.18605, -8.08921], [1.57994, -0.91131, -8.41145], [-1.65344, 0.18559, -6.16835], [-1.89436, -0.26764, -4.46002], [-2.16592, -1.47277, -5.59417], [4.63485, 0.50591, -1.22034], [5.67580, 0.88190, -0.32907], [6.50673, 2.22782, -0.54677], [7.01244, 2.46314, -1.88580], [5.43247, 3.33895, 0.00894], [4.93362, 3.16507, 1.31103], [7.58399, 2.22073, 0.63718], [8.97382, 2.16103, 0.41496], [3.70714, 0.28091, -0.69420], [4.90203, -0.37668, -1.80150], [4.40773, 1.28677, -1.94613], [5.58557, 3.54775, 2.09627], [4.70368, 2.11586, 1.49648], [3.98384, 3.66859, 1.49127], [9.26137, 1.20168, 0.84515], [9.55111, 2.96503, 0.87150], [9.23864, 2.22640, -0.64036], [-4.61073, -5.44307, -6.16047], [-3.29128, -5.21005, -5.65817], [-3.15283, -5.01216, -4.05419], [-4.17363, -5.65902, -3.20783], [-3.15189, -3.37831, -3.95102], [-3.25084, -2.87073, -2.65225], [-1.53422, -5.32981, -3.82614], [-0.54881, -4.67196, -4.60135], [-4.66134, -6.52615, -6.27208], [-4.79287, -4.92857, -7.10398], [-5.41985, -5.20120, -5.47132], [-3.52930, -3.59262, -1.88451], [-3.94771, -2.03523, -2.71861], [-2.33102, -2.38226, -2.33067], [-0.09743, -5.22755, -5.42335], [0.26793, -4.34377, -3.95846], [-0.90109, -3.76126, -5.08574]], "forces_ev_per_angstrom": [[0.1, -0.2, -0.6], [-0.1, 0.1, 0.1], [-0.2, 0.7, -0.1], [4.3, -0.3, -3.1], [3.1, -3.0, -1.6], [-2.0, 0.7, -0.8], [-0.8, 0.5, -0.3], [-0.6, 0.8, 0.7], [-4.0, 2.1, 6.7], [1.1, -1.2, -0.2], [0.3, 0.7, -1.5], [-1.6, -0.4, 0.3], [0.4, -2.4, -3.8], [-2.9, -0.3, -5.6], [1.7, 2.4, 1.5], [1.7, -0.4, 1.2], [-0.8, 0.2, 1.1], [-1.5, -0.5, 10.2], [-0.1, -0.2, -1.4], [1.4, 0.4, -2.0], [0.4, 0.1, -0.9], [-6.4, 1.3, -0.8], [-7.3, -0.4, -2.4], [0.9, 0.3, 1.6], [2.3, 0.0, 1.4], [1.7, -0.2, 0.9], [12.9, -1.1, -1.2], [-1.8, -1.9, 1.3], [-1.1, 1.1, -0.6], [-1.3, 1.0, -0.2], [2.7, 4.2, 4.0], [-4.5, -5.1, -10.4], [-1.2, 1.9, 2.4], [2.5, -0.6, 1.5], [0.3, 1.0, 0.3], [4.9, 2.5, 2.9], [-1.1, -2.2, -0.3], [-2.7, -0.7, -0.5], [-0.9, -0.8, 0.3], [1.0, -2.0, 0.1], [-0.8, 0.9, -0.9], [0.7, -0.2, -1.4], [0.3, 0.9, 1.5], [-0.3, -4.1, -0.6], [-1.0, 1.5, 1.1], [0.7, 0.0, -0.3], [0.2, 0.0, 0.0], [-0.9, 1.0, 0.6], [-0.8, 0.2, 0.2], [0.8, 0.6, -0.8], [1.0, 0.8, 0.5], [-0.2, -0.4, -0.5], [0.2, 0.0, 0.1], [-0.1, 0.7, -0.1], [-0.1, -0.1, 0.4], [-0.4, -0.1, -0.1], [1.2, -0.1, 0.3], [-0.9, -0.2, -3.1], [-0.3, 1.3, 1.4], [0.4, -1.5, 1.1], [-0.1, -0.2, -0.2], [1.1, 0.0, -0.1], [1.5, 0.6, -0.8], [-1.5, -0.5, 1.0], [-1.2, 0.0, 0.3], [-0.4, -0.9, -0.1], [0.3, 0.7, 0.0], [-0.5, 0.2, 0.7], [0.1, 0.2, -0.1], [-0.1, 0.0, 0.2], [0.4, -0.2, -0.1], [0.2, 0.5, 0.1], [-0.1, 0.1, -0.6], [-0.6, 0.0, -0.9], [0.9, 0.0, 0.4], [-1.8, 0.7, 1.7], [0.2, 0.3, -0.4], [1.3, -0.4, -1.3], [-0.8, -0.5, 1.3], [-1.1, 0.4, -0.4], [0.8, -0.7, -0.4], [0.3, 0.0, 0.4], [0.3, 0.0, 0.3], [0.1, 0.2, 0.1], [0.5, -0.1, -0.2], [0.3, 0.0, 0.1], [0.0, 0.3, -0.8], [0.5, 0.1, -0.2], [-0.6, 0.1, 0.5], [-0.3, -0.3, -0.1], [-0.4, -1.0, 0.1], [-0.1, 0.6, 1.3], [2.0, 1.5, -0.8], [1.3, 0.1, -0.6], [-0.1, -2.3, -1.0], [0.0, 1.7, 1.2], [-2.6, -0.6, -0.1], [0.8, 1.4, -0.6], [-0.3, 0.0, -0.5], [0.4, 0.0, 0.1], [0.3, 0.4, 0.2], [-0.2, -0.1, -0.2], [-0.4, -0.2, 0.3], [0.4, -0.3, -0.2], [-0.4, -0.8, 0.2], [-0.2, -0.3, 0.3], [-0.4, 0.1, 0.2]], "de_lowest_kj_mol": 58.8, "e_lumo_ev": 0.901, "orbital_gap_ev": 9.4, "charge": -1}


(2)
{"formula": "C12H36FO6", "method": "ωB97M-V/def2-TZVPD", "elements": ["F", "C", "C", "O", "H", "H", "H", "H", "H", "H", "C", "C", "O", "H", "H", "H", "H", "H", "H", "C", "C", "O", "H", "H", "H", "H", "H", "H", "C", "C", "O", "H", "H", "H", "H", "H", "H", "C", "C", "O", "H", "H", "H", "H", "H", "H", "C", "C", "O", "H", "H", "H", "H", "H", "H"], "coordinates": [[157.95600, 122.80500, 53.79300], [160.11700, 127.04700, 54.42400], [159.59500, 125.74200, 53.82700], [158.89800, 125.01900, 54.88000], [160.77900, 127.57000, 53.77800], [160.61100, 127.04500, 55.44000], [159.35200, 127.86900, 54.67500], [160.36000, 125.04400, 53.51000], [158.94000, 125.85600, 53.05700], [158.68000, 124.22400, 54.52000], [161.38200, 119.54500, 55.15200], [160.11800, 120.26100, 54.73800], [160.17000, 121.61700, 54.61200], [161.60400, 119.71500, 56.07800], [162.20100, 119.82700, 54.45900], [161.32500, 118.35600, 54.97600], [159.24600, 119.78800, 55.29000], [159.98000, 119.76600, 53.80400], [159.33500, 121.87300, 54.03400], [155.23100, 119.10500, 52.14100], [155.90600, 120.57100, 52.46100], [157.32000, 120.45700, 52.83300], [154.68800, 118.76600, 52.92300], [156.11800, 118.37500, 52.09600], [154.78000, 118.81300, 51.09400], [155.31100, 121.20800, 53.05000], [156.05500, 121.23700, 51.52100], [157.55100, 121.30900, 53.37100], [154.44200, 125.97000, 53.21100], [155.74300, 125.31100, 53.40600], [155.65200, 123.95700, 53.85900], [154.33700, 127.08900, 52.78300], [153.74600, 126.06300, 54.07400], [153.65000, 125.52500, 52.45700], [156.36000, 125.85400, 53.77500], [156.17900, 125.06200, 52.37400], [156.46700, 123.66400, 53.79300], [156.82600, 122.42500, 58.31300], [156.96200, 122.87100, 56.81600], [157.32900, 121.78400, 56.19100], [156.44900, 121.36400, 58.21300], [156.33000, 123.13100, 58.84000], [157.77800, 122.13600, 58.79600], [157.69500, 123.58200, 56.62200], [155.99600, 123.23900, 56.44900], [157.62200, 122.11400, 55.25200], [160.60300, 123.00300, 49.95400], [159.99400, 122.95700, 51.32400], [158.62200, 122.93000, 51.29700], [160.31700, 123.57700, 49.22000], [160.50300, 121.94400, 49.65000], [161.70400, 123.37200, 50.03900], [160.18800, 123.69000, 52.03300], [160.31300, 122.09800, 51.85700], [158.25800, 122.90000, 52.19300]], "forces_ev_per_angstrom": [[0.2, -0.1, 0.1], [-1.0, 1.6, 1.8], [1.1, -0.9, 4.1], [1.3, 4.6, 1.3], [0.8, 0.2, -0.8], [-0.2, -1.0, -1.2], [0.3, -1.5, -0.8], [0.8, 0.4, -0.2], [-1.8, 0.9, -2.4], [-1.2, -3.9, -1.5], [-0.3, -2.7, -5.6], [-1.1, -3.6, -0.2], [-1.8, 1.5, -1.2], [1.8, 0.9, 5.6], [-0.2, 0.2, 0.6], [-0.4, 2.6, 0.5], [0.6, 1.2, 0.2], [-0.6, 0.1, -1.5], [2.3, -0.2, 1.8], [4.3, 0.6, -3.5], [1.8, -0.6, -4.2], [-1.1, 0.8, 1.8], [-2.2, -0.9, 2.3], [-0.9, 1.1, 0.3], [0.3, 1.5, 2.0], [-0.6, 0.3, 1.6], [-1.1, -1.4, 0.8], [-0.8, -1.9, -1.4], [-5.2, 2.4, -1.9], [-5.9, -7.9, -8.1], [-7.1, 3.4, 1.6], [1.4, -2.2, 1.0], [1.0, -0.3, 0.2], [2.1, -0.1, 1.1], [7.5, 6.3, 5.7], [-0.5, 1.3, 0.6], [6.4, -2.8, -0.3], [2.2, -3.0, -2.7], [-1.9, 1.1, 3.5], [1.9, -3.4, -5.3], [-0.8, 1.4, 0.4], [-2.0, 1.7, 2.1], [0.1, 0.9, -0.3], [1.2, 2.2, 0.4], [-0.2, 0.3, 0.2], [-0.6, -1.2, 2.1], [4.0, -3.2, 3.8], [-0.7, 0.1, 0.3], [-2.3, -0.1, -1.8], [-2.8, 3.4, -3.5], [0.7, 0.5, -0.5], [-1.4, -1.3, 0.1], [1.5, 2.2, 0.7], [0.9, -1.4, 0.1], [0.2, -0.1, 0.1]], "de_lowest_kj_mol": 679.1, "e_lumo_ev": 3.132, "orbital_gap_ev": 9.1, "charge": -1}


> Which value of charge does entry 1 give?

-1


> What is the charge in the first record?

-1